# 1
Here is a cluster of 2 separate species, C3H11NO in total from OMol25. Energies are from ωB97M-V/def2-TZVPD.

Geometry as XYZ:
```
16
Properties=species:S:1:pos:R:3
O 1.182 1.400 3.404
N -0.721 0.953 -1.442
C -0.211 -0.460 -1.350
C -1.269 -1.341 -1.988
C 1.480 0.448 2.402
H 2.419 -0.084 2.560
H -1.708 0.908 -1.209
H -0.282 1.526 -0.731
H 1.489 0.788 1.399
H -0.059 -0.729 -0.299
H 0.710 -0.333 2.467
H -0.920 -2.378 -2.056
H -2.169 -1.410 -1.381
H -1.392 -0.983 -2.986
H 0.779 -0.408 -1.806
H 0.671 2.105 3.013
```

Summary:
**ΔE to the lowest compared entry with this formula, charge and spin**: 117.2 kJ/mol
**Kohn-Sham gap**: 10.22 eV
**Structure (SMILES)**: CCN.CO



# 2
Here is a structure of composition C16H26F9N2O4SV from OMol25. Energies are from ωB97M-V/def2-TZVPD.

Geometry as XYZ:
```
59
Properties=species:S:1:pos:R:3
V -0.425 -0.194 0.008
S -2.237 1.027 1.645
F -0.547 4.476 -2.053
F 2.272 2.247 -1.548
F 1.542 1.165 -3.263
F 1.411 3.319 -3.228
F -1.438 2.541 -3.737
F -1.558 3.439 -0.454
F 0.558 3.866 -0.287
F -0.917 0.490 -3.271
F -2.355 1.532 -2.054
O -0.581 -1.443 1.649
O -1.991 -1.580 -0.473
O 0.009 1.183 -0.764
O 1.139 0.724 1.833
N 1.170 -1.469 -0.499
N 3.078 -2.189 -1.316
C -1.582 2.454 2.547
C -1.771 -2.231 1.807
C 1.355 -2.778 -0.105
C 2.320 1.510 1.666
C 1.374 -0.434 2.623
C 2.238 -1.154 -1.230
C 1.313 2.236 -2.489
C -3.797 1.705 1.034
C -0.081 2.139 -1.775
C -1.212 1.699 -2.760
C 0.054 -1.108 2.900
C -2.148 -2.698 0.419
C -2.342 -1.931 -1.835
C 4.354 -2.211 -2.022
C 2.534 -3.229 -0.611
C -0.410 3.531 -1.147
H 2.431 -0.206 -1.701
H 2.051 -1.119 2.101
H -1.580 -3.084 2.459
H -2.558 -1.619 2.249
H 5.094 -1.612 -1.494
H 2.728 1.787 2.639
H 0.657 -3.316 0.507
H -4.264 0.958 0.396
H 3.080 0.962 1.102
H 4.240 -1.820 -3.030
H -0.606 -0.451 3.472
H -1.505 -3.516 0.086
H -2.776 -1.061 -2.314
H -3.086 -2.725 -1.830
H -3.632 2.621 0.475
H 0.231 -2.021 3.470
H 3.018 -4.187 -0.527
H -1.460 -2.267 -2.381
H 1.827 -0.159 3.580
H -2.164 2.574 3.457
H 2.041 2.411 1.127
H -4.426 1.896 1.900
H -1.654 3.350 1.938
H -0.543 2.246 2.785
H -3.183 -3.040 0.404
H 4.710 -3.235 -2.081
```

Summary:
**ΔE to the lowest compared entry with this formula, charge and spin**: 36.8 kJ/mol
**Total charge**: +2
**Kohn-Sham gap (alpha / beta)**: 8.49 / 9.42 eV
**Multiplicity**: 3



# 3
Here is a structure of composition C23H31BrIIrN2OPS4 from OMol25. Energies are from ωB97M-V/def2-TZVPD.

Geometry as XYZ:
```
65
Properties=species:S:1:pos:R:3
Ir -0.698 0.330 -0.031
I -0.009 0.054 5.885
Br -3.174 2.084 2.312
S -0.441 -0.869 -4.766
S -1.467 -0.792 -1.916
S 1.443 1.382 -4.263
S 0.576 1.632 -1.385
P 0.775 -1.440 0.254
O 1.222 0.114 -6.567
N -2.442 1.861 -0.389
N -0.210 1.317 1.807
C 2.640 -0.098 1.910
C -0.331 0.676 2.971
C 3.039 -0.956 -1.347
C 0.145 1.196 4.160
C 2.860 -2.565 1.895
C 0.824 3.132 2.953
C -0.457 -2.800 0.482
C 0.352 2.532 1.801
C -2.612 2.173 -1.684
C 2.196 -3.329 -1.357
C 1.808 -1.856 -1.215
C 0.737 2.450 4.155
C 0.422 0.850 -2.949
C -1.686 -2.222 1.198
C 1.857 -1.411 1.761
C -3.432 3.185 -2.159
C -3.160 2.571 0.481
C -3.508 3.449 -3.633
C -4.009 3.601 0.122
C -0.429 -0.156 -3.175
C -0.040 -4.090 1.182
C -4.138 3.920 -1.218
C 0.827 0.190 -5.448
H 3.317 -2.498 2.884
H -2.543 -2.883 1.066
H -2.543 3.785 -4.014
H -2.014 -1.229 0.819
H 0.219 -3.914 2.226
H -4.246 4.218 -3.856
H -3.781 2.545 -4.178
H 1.328 -3.988 -1.367
H -0.836 -0.277 2.952
H 3.661 -2.466 1.165
H -1.510 -2.137 2.270
H 2.699 -3.450 -2.317
H 1.123 2.883 5.067
H 2.071 0.789 1.635
H 1.128 -1.637 -2.040
H 3.841 -1.294 -0.692
H 0.789 -4.595 0.694
H -0.890 -4.775 1.172
H -2.051 1.587 -2.394
H 3.528 -0.116 1.282
H -4.798 4.722 -1.524
H -0.744 -3.032 -0.548
H 2.427 -3.555 1.801
H -4.566 4.124 0.885
H 2.972 0.010 2.943
H 2.883 -3.664 -0.583
H 1.262 4.117 2.901
H 2.828 0.091 -1.130
H 0.415 3.026 0.840
H 1.139 -1.490 2.587
H 3.410 -1.015 -2.370
```

Summary:
**ΔE to the lowest compared entry with this formula, charge and spin**: 31.1 kJ/mol
**Total charge**: +1
**Kohn-Sham gap**: 6.13 eV



# 4
Here is a structure of composition C36H65LaN3O5S2Si from OMol25. Energies are from ωB97M-V/def2-TZVPD.

Geometry as XYZ:
```
113
Properties=species:S:1:pos:R:3
La -0.625 0.500 0.163
S -1.244 2.477 -2.169
S 1.247 -1.699 0.755
Si 1.012 -2.437 -1.178
O 1.094 -4.051 -1.405
O -3.490 -2.512 0.443
O 2.117 -1.875 -2.243
O -2.690 -0.434 0.345
O -0.414 -1.741 -1.637
N -1.981 3.766 -4.262
N -1.356 -0.552 2.573
N -2.345 1.426 -4.353
C 2.794 3.080 1.233
C -1.925 2.532 -3.731
C -1.019 -3.114 -3.567
C -2.147 4.705 3.450
C 1.685 -5.780 0.134
C 1.159 1.472 2.696
C -2.812 -1.588 0.867
C -2.176 4.099 1.021
C -3.230 0.279 -6.277
C 0.031 -0.169 5.914
C 2.059 -0.603 4.519
C -0.635 2.064 3.898
C -2.034 3.547 2.440
C -3.246 2.614 2.643
C -2.476 -1.267 -2.708
C 1.309 3.486 1.177
C 0.567 -5.162 -0.715
C 0.544 1.284 3.908
C 3.524 -1.879 -2.167
C 0.408 2.413 1.862
C 1.926 1.453 5.938
C 0.109 -6.175 -1.772
C -1.032 -1.725 -2.930
C 3.991 -0.707 -1.300
C 4.022 -1.703 -3.607
C -2.020 -1.794 2.195
C -2.811 1.544 -5.583
C 1.119 0.486 5.054
C -0.762 2.749 2.706
C -2.905 2.783 -6.213
C -2.473 3.873 -5.471
C -0.595 -4.767 0.191
C 4.043 -3.190 -1.581
C 1.195 4.796 1.970
C 1.022 3.766 -0.301
C -0.264 -0.738 -3.809
H 3.571 -0.808 -0.302
H 0.739 -1.112 -3.987
H 3.620 -0.780 -4.017
H 2.305 -1.314 5.306
H -2.160 4.320 4.467
H -0.007 4.046 -0.486
H -0.777 -0.579 -4.752
H -1.398 -3.053 -4.584
H -0.199 -7.097 -1.287
H 2.652 1.989 5.331
H -0.687 0.570 6.261
H -1.335 -4.183 -0.352
H -3.921 -0.284 -5.652
H -1.341 2.106 4.712
H 2.047 -5.046 0.849
H -1.074 -5.654 0.599
H -2.030 3.302 0.288
H -2.493 -0.253 -2.296
H 3.622 -4.027 -2.131
H 2.961 2.124 0.740
H 3.144 3.020 2.261
H 1.300 -6.645 0.667
H 0.478 -0.641 6.788
H 5.107 -1.660 -3.635
H -4.174 3.173 2.520
H 5.076 -0.700 -1.237
H 3.649 0.231 -1.729
H -0.726 -5.778 -2.339
H 0.926 -6.385 -2.458
H -1.984 0.054 3.093
H 3.680 -2.536 -4.217
H -0.214 -4.159 1.010
H 2.511 -6.086 -0.502
H -1.476 4.902 0.817
H 3.729 -3.271 -0.544
H 1.278 4.597 3.035
H 0.245 5.279 1.782
H -3.183 4.496 0.885
H 1.266 2.185 6.402
H 2.985 -0.161 4.164
H -2.352 -0.344 -6.448
H -0.543 -0.730 3.159
H -1.304 5.384 3.359
H -0.005 -3.501 -3.584
H 1.248 2.883 -0.905
H -3.227 1.815 1.900
H -0.179 0.219 -3.292
H -1.651 -3.792 -2.996
H -2.516 4.882 -5.870
H 3.388 3.835 0.717
H 1.610 -1.138 3.685
H 2.105 1.039 2.426
H -3.065 5.268 3.282
H -3.022 -1.262 -3.647
H 5.128 -3.223 -1.636
H -0.500 -0.935 5.353
H 1.657 4.580 -0.653
H 2.457 0.914 6.722
H -3.252 2.174 3.637
H -2.721 -2.165 2.953
H -2.972 -1.932 -2.003
H -1.264 -2.562 2.023
H -3.294 2.894 -7.214
H -3.697 0.498 -7.236
H 1.990 5.484 1.682
```

Summary:
**Total charge**: -1
**Kohn-Sham gap**: 7.33 eV



# 5
Here is a structure of composition C5H9N2 from OMol25. Energies are from ωB97M-V/def2-TZVPD.

Geometry as XYZ:
```
16
Properties=species:S:1:pos:R:3
N 0.174 -0.161 -0.184
N 4.082 -0.685 0.118
C -2.156 -0.025 0.408
C 1.299 0.006 -0.017
C -1.149 -0.220 -0.488
C -3.544 -0.531 -0.028
C 3.216 0.320 0.004
H 3.407 0.972 0.829
H -1.355 -0.459 -1.465
H -3.501 -1.637 0.074
H 4.411 -1.044 0.939
H 3.306 0.653 -1.026
H -2.167 0.155 1.493
H 4.272 -1.217 -0.732
H -4.272 -0.136 0.680
H -3.582 -0.284 -1.086
```

Summary:
**ΔE to the lowest compared entry with this formula, charge and spin**: 426.6 kJ/mol
**Total charge**: +1
**Kohn-Sham gap**: 9.94 eV



# 6
Here is a cluster of 11 separate species, C30H56Cl20F7NO3S in total from OMol25. Energies are from ωB97M-V/def2-TZVPD.

Geometry as XYZ:
```
118
Properties=species:S:1:pos:R:3
Cl 5.660 -0.147 -9.364
Cl -9.899 -4.645 -1.530
Cl 3.070 -4.158 6.770
Cl -5.460 -1.002 -1.280
Cl -8.247 -6.567 0.830
Cl 0.245 -2.297 6.922
Cl 5.324 -2.815 0.601
Cl -6.922 -3.767 -2.993
Cl 4.848 2.874 -4.363
Cl 5.728 7.383 -7.232
Cl 8.331 1.204 -7.738
Cl -2.891 -5.903 1.239
Cl 6.591 7.410 -3.940
Cl -6.942 -9.688 0.268
Cl 9.435 10.161 -6.515
Cl -3.843 -3.865 -1.279
Cl 11.715 7.738 -7.248
Cl -5.031 -1.253 2.091
Cl 1.493 3.416 -4.267
Cl 2.257 -1.541 1.352
S 0.913 3.291 4.390
F -0.722 4.580 2.019
F -1.444 2.638 1.280
F -0.503 4.040 -0.069
F 0.794 1.564 1.502
F 2.010 4.715 2.504
F 1.706 3.182 0.395
F 2.849 2.710 2.743
O -2.419 1.621 3.507
O 0.177 4.486 4.685
O 2.030 3.091 5.265
N 0.250 1.144 5.716
C -9.616 -3.394 -2.770
C 5.747 0.314 -7.645
C -1.545 -2.002 3.063
C -0.488 3.564 1.191
C -6.704 -1.421 -0.080
C -0.091 -2.040 3.624
C 4.718 6.870 -5.856
C -2.661 0.227 3.660
C 3.900 3.486 -2.981
C -8.938 -8.141 1.309
C 2.526 2.875 -2.920
C 10.781 7.911 -5.740
C 0.915 2.897 1.466
C 4.970 7.699 -4.624
C -6.494 -0.702 1.227
C 6.608 1.530 -7.424
C 0.818 -3.462 8.147
C -3.498 -5.606 -1.405
C -1.669 2.234 4.523
C -1.650 -3.019 1.929
C -0.175 1.824 4.511
C 1.703 3.417 2.690
C -3.905 -6.345 -0.160
C 2.321 -3.479 8.237
C -1.983 -0.627 2.556
C -8.535 -3.767 -3.751
C 3.760 -0.625 1.078
C 9.399 8.460 -5.982
C -7.890 -9.157 1.680
C 4.643 -1.269 0.040
H 3.470 0.369 0.742
H -10.561 -3.261 -3.294
H 8.867 7.884 -6.734
H -3.739 0.074 3.627
H 3.681 6.983 -6.165
H 11.348 8.548 -5.067
H -2.333 -0.148 4.632
H -0.215 0.255 5.786
H 0.078 1.719 6.528
H -2.711 -0.766 1.762
H -7.340 -0.887 1.887
H -7.201 -8.767 2.424
H -2.437 -5.722 -1.612
H 5.484 -0.614 -0.184
H 4.881 8.762 -4.834
H -8.504 -3.028 -4.550
H 10.704 6.918 -5.298
H -9.371 -2.466 -2.260
H -9.578 -7.949 2.168
H -1.136 -3.935 2.192
H 4.457 3.234 -2.080
H -4.060 -5.987 -2.256
H 2.032 3.179 -2.000
H 4.729 0.526 -7.321
H 2.721 -2.480 8.386
H 0.396 -3.158 9.104
H -9.557 -8.496 0.489
H 8.825 8.431 -5.059
H -7.666 -1.135 -0.502
H 4.249 7.438 -3.852
H -6.692 -2.502 0.047
H 3.850 4.569 -3.062
H -6.400 0.370 1.076
H -8.710 -4.746 -4.191
H -1.151 -2.621 1.048
H 0.406 -2.891 3.186
H 2.629 -4.106 9.072
H -4.940 -6.143 0.102
H -1.805 3.302 4.403
H -3.793 -7.414 -0.315
H 6.530 1.847 -6.386
H 4.910 5.815 -5.677
H 4.272 -0.531 2.033
H -2.673 -3.277 1.704
H 4.096 -1.460 -0.880
H 2.571 1.789 -2.947
H -0.128 -2.161 4.704
H -1.152 -0.065 2.146
H -2.217 -2.329 3.855
H 0.423 -4.440 7.889
H 6.118 -0.541 -7.087
H -0.048 1.102 3.712
H -8.372 -10.046 2.084
H 6.302 2.355 -8.061
H 0.439 -1.138 3.356
H -2.102 1.969 5.485
```

Summary:
**ΔE to the lowest compared entry with this formula, charge and spin**: 0.0 kJ/mol
**Kohn-Sham gap**: 9.67 eV
**Structure (SMILES)**: CC(C)CCOC[C@H](N)S(=O)(=O)C(F)(F)C(F)(F)C(F)(F)F.ClCCCl.ClCCCl.ClCCCl.ClCCCl.ClCCCl.ClCCCl.ClCCCl.ClCCCl.ClCCCl.ClCCCl



# 7
Here is a structure of composition C11H17N4O3PS from OMol25. Energies are from ωB97M-V/def2-TZVPD.

Geometry as XYZ:
```
37
Properties=species:S:1:pos:R:3
S 2.930 -2.121 2.516
P -0.466 -3.752 -0.489
O -1.991 -3.460 -0.901
O 0.268 -4.436 -1.545
O -0.545 -4.598 0.862
N 1.870 -2.887 1.585
N 4.163 1.800 1.155
N 2.645 -0.609 2.122
N -4.443 0.808 -0.984
C -0.650 1.419 -1.036
C -2.123 1.560 -0.596
C 0.091 0.333 -0.289
C 0.149 -2.127 -0.016
C 1.223 -1.938 0.897
C 1.133 0.541 0.569
C -3.131 1.019 -1.607
C 3.047 2.297 0.360
C 1.687 -0.616 1.189
C 1.663 1.909 0.892
C -0.379 -1.000 -0.557
H -0.794 -4.065 1.626
H -4.980 0.128 -1.508
H 3.166 1.951 -0.667
H -3.247 1.758 -2.402
H 4.108 2.163 2.098
H 3.039 3.394 0.322
H -2.445 -2.908 -0.254
H 0.981 2.640 0.469
H 1.645 2.058 1.976
H -0.151 2.379 -0.964
H -0.633 1.159 -2.098
H -1.192 -1.101 -1.264
H 5.041 2.103 0.756
H -2.745 0.109 -2.078
H -4.313 0.405 -0.063
H -2.272 1.069 0.369
H -2.350 2.616 -0.444
```

Summary:
**Kohn-Sham gap**: 8.28 eV



# 8
Here is a cluster of 2 separate species, C11H15N in total from OMol25. Energies are from ωB97M-V/def2-TZVPD.

Geometry as XYZ:
```
27
Properties=species:S:1:pos:R:3
N -1.252 -0.444 -1.204
C -0.493 -0.322 0.925
C 2.723 0.329 -1.708
C -1.132 1.797 -0.024
C -0.445 -1.651 0.508
C -1.017 0.435 -0.148
C 1.893 0.404 -2.992
C -0.077 1.676 2.189
C -0.944 -1.676 -0.821
C -0.571 2.406 1.116
C 0.080 -2.851 1.214
C -0.112 0.285 2.117
H -1.151 -2.445 -1.562
H 2.975 -0.699 -1.455
H -0.502 3.478 1.062
H -1.411 -0.115 -2.149
H -0.398 -2.993 2.177
H 0.207 -0.319 2.957
H 1.607 1.442 -3.185
H 1.168 -2.809 1.320
H -1.654 2.378 -0.768
H -0.122 -3.743 0.637
H 1.016 -0.233 -2.870
H 3.603 0.969 -1.726
H 0.391 2.167 3.037
H 2.099 0.682 -0.882
H 2.496 0.139 -3.856
```

Summary:
**ΔE to the lowest compared entry with this formula, charge and spin**: 13.1 kJ/mol
**Total charge**: +1
**Kohn-Sham gap (alpha / beta)**: 9.24 / 6.62 eV
**Multiplicity**: 2



For the records above, the corresponding DFT total energy values read -6826.0309; -89151.7008; -162990.9333; -83514.5252; -8301.3111; -319957.2932; -43912.1311; -13133.0711 eV.